[1]
# C17H27N5O2S

A single C17H27N5O2S molecule in a non-equilibrium geometry (ωB97M-V with the def2-TZVPD basis set, the OMol25 dataset).

XYZ file:
```
52
Properties=species:S:1:pos:R:3
S -0.4955 -3.4491 -0.2246
O -3.0669 0.0505 1.6666
O -3.6768 -1.8465 -1.9491
N -2.6364 -1.4552 0.0337
N 0.7040 -1.6205 -1.8482
N 1.6603 -0.6831 -1.7680
N -4.4599 -0.0242 -0.1316
N 1.4788 -1.5990 0.2099
C 3.2893 1.5001 -0.8876
C 4.4459 2.3782 -0.4224
C -0.6329 -1.7405 2.8789
C 5.7103 0.3412 0.3010
C -6.0774 3.4108 -0.3322
C -2.7881 -2.0827 -1.1557
C 0.5966 -2.1606 -0.6674
C -1.7577 -3.1508 -1.4903
C 5.7677 1.6233 -0.5230
C 1.5255 -1.8509 1.6318
C -5.3084 1.0825 0.2433
C 4.5586 -0.5416 -0.1680
C 3.2249 0.2137 -0.0622
C 0.3814 -1.1326 2.2934
C -3.4051 -0.3991 0.5950
C 2.1232 -0.6565 -0.5497
C -5.1600 2.2594 -0.7219
H -1.2333 -2.8572 -2.4022
H -4.5947 -0.4662 -1.0362
H 6.5861 2.2546 -0.1711
H 5.5713 0.5927 1.3558
H -5.3982 1.9237 -1.7337
H -1.4532 -1.1827 3.2959
H 6.6507 -0.2058 0.2093
H 4.4864 3.2824 -1.0319
H 3.4149 1.2320 -1.9367
H 2.4859 -1.4966 2.0146
H 4.5215 -1.4577 0.4279
H -4.1214 2.5951 -0.7152
H -7.1170 3.0910 -0.3424
H 5.9614 1.3722 -1.5678
H -5.8379 3.7668 0.6669
H -5.0215 1.3821 1.2538
H 3.0442 0.4713 0.9885
H -0.6791 -2.8155 2.9573
H 1.4491 -2.9296 1.7961
H -1.8707 -1.7446 0.6392
H 4.7140 -0.8264 -1.2104
H -2.2745 -4.0950 -1.6643
H 2.3448 2.0391 -0.7959
H 0.4041 -0.0544 2.2091
H -6.3490 0.7418 0.2557
H 4.2804 2.6821 0.6146
H -5.9657 4.2379 -1.0285
```

Summary:
LUMO energy = 0.54 eV

=====

[2]
# C3H8N3S

2 unconnected molecules or ions with the total composition C3H8N3S in a non-equilibrium geometry (ωB97M-V with the def2-TZVPD basis set, the OMol25 dataset).

XYZ file:
```
15
Properties=species:S:1:pos:R:3
S 1.4197 1.1765 2.7428
N -0.8838 0.8069 1.3408
N 0.3302 -0.8140 -0.1374
N 2.5786 -1.0755 -0.8858
C 0.1693 0.9820 1.9261
C -2.0442 1.5896 1.3827
C 1.5248 -0.4164 -0.3675
H -1.7952 2.6625 1.0800
H 0.0410 -1.7387 -0.5539
H -0.2729 -0.2919 0.2713
H -2.2377 1.8218 2.4635
H -2.9163 1.0815 0.8714
H 1.6414 0.6354 -0.0232
H 3.3134 -0.4645 -1.1953
H 2.4526 -1.8973 -1.5189
```

Summary:
LUMO energy = -3.54 eV
Net charge = +1

=====

| no. | total energy (eV) | HOMO (eV) |
| --- | --- | --- |
| 1 | -40449.2554 | -8.674 |
| 2 | -18538.3666 | -13.113 |